## a
{"formula": "C18H54O9", "method": "wB97M-V/def2-TZVPD", "species": ["C", "C", "O", "H", "H", "H", "H", "H", "H", "C", "C", "O", "H", "H", "H", "H", "H", "H", "C", "C", "O", "H", "H", "H", "H", "H", "H", "C", "C", "O", "H", "H", "H", "H", "H", "H", "C", "C", "O", "H", "H", "H", "H", "H", "H", "C", "C", "O", "H", "H", "H", "H", "H", "H", "C", "C", "O", "H", "H", "H", "H", "H", "H", "C", "C", "O", "H", "H", "H", "H", "H", "H", "C", "C", "O", "H", "H", "H", "H", "H", "H"], "xyz": [[6.95221, 24.63782, 5.78604], [7.55515, 23.25856, 5.87971], [6.73846, 22.44791, 6.73431], [7.61569, 25.25413, 5.17037], [6.86618, 25.13512, 6.75047], [5.98406, 24.61539, 5.28484], [8.57458, 23.32590, 6.27679], [7.59348, 22.80228, 4.88343], [7.08470, 21.55175, 6.73020], [8.09783, 28.17147, 5.48420], [9.60111, 28.27431, 5.33250], [10.24464, 27.00907, 5.47676], [7.85623, 27.71160, 6.44364], [7.60799, 27.57406, 4.71214], [7.65679, 29.17078, 5.43471], [10.00432, 28.93206, 6.10072], [9.85965, 28.69384, 4.35222], [9.93416, 26.46232, 4.74248], [10.91357, 24.32120, 3.42776], [9.88458, 24.79534, 2.43721], [9.14880, 25.88332, 3.03248], [11.59330, 25.12645, 3.70538], [11.49448, 23.51426, 2.97982], [10.43148, 23.92744, 4.32477], [9.20842, 23.97325, 2.18299], [10.38818, 25.12309, 1.52048], [8.42008, 26.12211, 2.45257], [4.49744, 29.35821, 8.04599], [5.37105, 28.19636, 8.46199], [6.68747, 28.63668, 8.78346], [4.31210, 30.04089, 8.87552], [3.54212, 29.02255, 7.63507], [5.00445, 29.91186, 7.25405], [5.44979, 27.47159, 7.65171], [4.92993, 27.66921, 9.31637], [6.71578, 28.99616, 9.67367], [8.76116, 31.16106, 7.56963], [8.44198, 32.03318, 8.76986], [8.00972, 33.33873, 8.39083], [9.53937, 31.62713, 6.95713], [7.87143, 30.95986, 6.97909], [9.19101, 30.21938, 7.92270], [9.30977, 32.09492, 9.43198], [7.60565, 31.60540, 9.32264], [8.78962, 33.86459, 8.19300], [6.44298, 33.40495, 4.93336], [7.25053, 32.48338, 4.04711], [6.83287, 32.51650, 2.67620], [6.76315, 34.44625, 4.83941], [6.55269, 33.13314, 5.98683], [5.38187, 33.36861, 4.68503], [7.17860, 31.44877, 4.39713], [8.31975, 32.71399, 4.11789], [7.37691, 33.15889, 2.21442], [14.02178, 26.54172, 5.94800], [13.17126, 26.47544, 7.21122], [12.32783, 27.60887, 7.35193], [14.56430, 27.48445, 5.90119], [13.38601, 26.44544, 5.06355], [14.73198, 25.71037, 5.91117], [13.80894, 26.45347, 8.09600], [12.57983, 25.55089, 7.19788], [11.60167, 27.50204, 6.72077], [4.70628, 29.28964, 4.25182], [5.19696, 29.57377, 2.84697], [4.60497, 30.74798, 2.29623], [5.20915, 28.37208, 4.58067], [3.62769, 29.15644, 4.29455], [4.97575, 30.08115, 4.95418], [4.91002, 28.74113, 2.19949], [6.28387, 29.69200, 2.82914], [5.22080, 31.46629, 2.48020], [12.12913, 28.95951, 1.57202], [12.22274, 28.79629, 0.07434], [13.13751, 29.68119, -0.53045], [11.92290, 29.99945, 1.83533], [13.07536, 28.70448, 2.05969], [11.33745, 28.32649, 1.97525], [11.24840, 29.00884, -0.37000], [12.46777, 27.75425, -0.16824], [13.90181, 29.77898, 0.04528]], "homo_lumo_gap_ev": 9.96, "e_homo_ha": -0.357, "charge": 0, "multiplicity": 1, "smiles": "CCO.CCO.CCO.CCO.CCO.CCO.CCO.CCO.CCO"}

***

## b
{"formula": "C18H54O9", "method": "wB97M-V/def2-TZVPD", "species": ["C", "C", "O", "H", "H", "H", "H", "H", "H", "C", "C", "O", "H", "H", "H", "H", "H", "H", "C", "C", "O", "H", "H", "H", "H", "H", "H", "C", "C", "O", "H", "H", "H", "H", "H", "H", "C", "C", "O", "H", "H", "H", "H", "H", "H", "C", "C", "O", "H", "H", "H", "H", "H", "H", "C", "C", "O", "H", "H", "H", "H", "H", "H", "C", "C", "O", "H", "H", "H", "H", "H", "H", "C", "C", "O", "H", "H", "H", "H", "H", "H"], "xyz": [[-12.35546, 17.62291, -2.55920], [-13.00516, 17.65977, -1.16503], [-13.29219, 19.01113, -0.80099], [-13.12613, 17.84714, -3.29814], [-11.98507, 16.61617, -2.76301], [-11.52676, 18.31765, -2.68471], [-12.27563, 17.26803, -0.45184], [-13.91158, 17.05945, -1.13755], [-12.47393, 19.48949, -0.62018], [-15.15074, 16.49835, 2.31096], [-14.77791, 15.73394, 3.56930], [-15.46187, 14.49247, 3.64030], [-16.22760, 16.65808, 2.31544], [-14.85024, 15.90924, 1.44073], [-14.55838, 17.41198, 2.24516], [-14.99993, 16.32693, 4.45597], [-13.70477, 15.52099, 3.59285], [-15.18991, 13.96774, 2.88270], [-20.13756, 22.23657, 3.83063], [-20.67397, 21.42702, 2.64903], [-20.48022, 22.12908, 1.42162], [-19.13425, 22.61641, 3.62492], [-20.01942, 21.59491, 4.70385], [-20.72963, 23.12466, 4.04534], [-21.72503, 21.23335, 2.88779], [-20.23153, 20.43605, 2.51772], [-20.69674, 21.51766, 0.71265], [-20.59793, 17.63252, -2.38900], [-19.48525, 16.59346, -2.38475], [-20.00255, 15.29807, -2.11509], [-21.10493, 17.72321, -1.43081], [-21.32128, 17.46488, -3.18886], [-20.13881, 18.56694, -2.72126], [-18.74802, 16.87874, -1.62816], [-18.97942, 16.57457, -3.35381], [-19.25847, 14.70455, -1.98480], [-16.08801, 19.71822, 3.57253], [-16.24023, 20.91173, 4.47603], [-16.06850, 20.59152, 5.84431], [-16.77241, 18.89970, 3.80024], [-15.09770, 19.28486, 3.74294], [-16.08336, 20.07203, 2.54169], [-17.23210, 21.33405, 4.28758], [-15.52510, 21.66355, 4.13963], [-16.94045, 20.43039, 6.21169], [-17.91380, 19.16550, 0.39018], [-16.48161, 18.92179, -0.10429], [-15.81759, 20.17012, -0.26398], [-18.55386, 19.55850, -0.39990], [-17.90160, 19.89632, 1.19959], [-18.35179, 18.22711, 0.73291], [-16.60244, 18.43921, -1.08153], [-15.85836, 18.25060, 0.48894], [-14.92388, 19.89595, -0.52030], [-12.55202, 22.28858, 0.36792], [-11.60720, 21.35681, 1.13100], [-10.97461, 20.45985, 0.20774], [-12.06228, 22.83971, -0.43679], [-13.03123, 22.98023, 1.05797], [-13.30862, 21.72116, -0.17731], [-12.17140, 20.76908, 1.85904], [-10.88292, 21.94806, 1.69463], [-10.19264, 20.11289, 0.64607], [-17.15098, 24.21061, 2.35733], [-17.10510, 23.04835, 1.35520], [-15.82182, 22.44744, 1.35132], [-18.16495, 24.61259, 2.28092], [-16.47365, 25.03271, 2.13323], [-17.04663, 23.84216, 3.37748], [-17.38297, 23.37510, 0.34936], [-17.87299, 22.32749, 1.65058], [-15.86965, 21.68893, 0.74686], [-16.00973, 20.16648, -5.24015], [-16.94766, 19.31779, -4.38037], [-18.30137, 19.49040, -4.75555], [-16.14367, 20.04103, -6.31612], [-14.95212, 20.00731, -5.02696], [-16.19488, 21.22571, -5.04860], [-16.83671, 19.51403, -3.31232], [-16.63635, 18.26676, -4.41687], [-18.33485, 19.57310, -5.71228]], "homo_lumo_gap_ev": 9.82, "e_homo_ha": -0.347, "charge": 0, "multiplicity": 1, "smiles": "CCO.CCO.CCO.CCO.CCO.CCO.CCO.CCO.CCO"}

***

Which structure wins on stability? a wins.